1.
The following is a quantum chemistry calculation of a cluster of 11 separate species, C23H70N2O11 in total, from the OMol25 dataset.

E_LUMO in Ha: 0.0019
Maximum force in Eh/bohr: 0.060
HOMO-LUMO gap in eV: 9.012
Energy above the lowest of the compared OMol25 structures with the same formula, charge and spin in kJ/mol: 347.36
Highest occupied orbital energy in eV: -8.9593
E in eV: -50481.642

Atoms and positions in Å:
C (2.101, 2.879, 5.048)
O (1.345, 4.090, 5.496)
C (0.182, 3.838, 6.299)
C (-1.225, 4.024, 5.585)
C (-2.473, 3.828, 6.540)
N (-1.343, 2.997, 4.567)
H (2.820, 3.240, 4.313)
H (1.513, 2.145, 4.497)
H (2.556, 2.424, 5.927)
H (0.278, 2.917, 6.873)
H (0.187, 4.699, 6.967)
H (-1.348, 5.021, 5.162)
H (-3.344, 4.109, 5.947)
H (-2.436, 4.420, 7.454)
H (-2.629, 2.820, 6.925)
H (-2.301, 2.677, 4.557)
H (-1.108, 3.329, 3.642)
C (0.859, -1.000, -8.663)
O (0.221, -1.112, -7.382)
C (-1.188, -1.514, -7.312)
C (-1.655, -1.626, -5.889)
C (-3.106, -2.010, -5.946)
N (-1.622, -0.377, -5.180)
H (1.701, -0.328, -8.500)
H (0.313, -0.580, -9.508)
H (1.423, -1.888, -8.945)
H (-1.650, -0.729, -7.910)
H (-1.361, -2.469, -7.807)
H (-1.088, -2.388, -5.356)
H (-3.112, -3.088, -6.104)
H (-3.668, -1.414, -6.665)
H (-3.738, -2.016, -5.057)
H (-2.153, 0.353, -5.632)
H (-0.691, -0.033, -5.366)
C (2.661, -5.069, -2.322)
C (2.695, -6.279, -1.399)
C (2.510, -5.878, 0.025)
O (1.658, -7.195, -1.787)
H (2.117, -5.339, -3.227)
H (3.701, -4.803, -2.512)
H (2.065, -4.244, -1.931)
H (3.660, -6.786, -1.390)
H (3.310, -5.232, 0.384)
H (2.481, -6.741, 0.691)
H (1.624, -5.247, 0.088)
H (0.867, -6.654, -1.718)
C (-1.408, -1.814, 1.634)
C (-0.930, -1.163, 0.344)
C (0.590, -0.946, 0.389)
O (-1.300, -1.971, -0.772)
H (-1.402, -1.150, 2.498)
H (-0.735, -2.636, 1.878)
H (-2.397, -2.216, 1.413)
H (-1.465, -0.219, 0.245)
H (0.774, -0.268, 1.223)
H (0.776, -0.436, -0.556)
H (1.206, -1.819, 0.605)
H (-1.203, -1.498, -1.602)
C (1.139, 5.454, 0.353)
C (1.713, 6.555, 1.173)
C (1.934, 7.858, 0.445)
O (0.752, 6.770, 2.178)
H (1.715, 5.185, -0.533)
H (0.102, 5.600, 0.048)
H (1.128, 4.550, 0.962)
H (2.566, 6.095, 1.670)
H (1.052, 8.237, -0.072)
H (2.790, 7.732, -0.218)
H (2.150, 8.655, 1.157)
H (0.948, 6.188, 2.916)
C (2.289, 1.628, -4.509)
O (3.588, 2.235, -4.245)
H (2.214, 1.617, -5.597)
H (2.264, 0.682, -3.967)
H (1.530, 2.288, -4.088)
H (3.671, 2.232, -3.289)
C (6.276, -0.519, 1.005)
O (6.507, 0.805, 1.256)
H (6.157, -1.176, 1.867)
H (5.357, -0.640, 0.432)
H (6.887, -1.100, 0.314)
H (7.241, 0.884, 1.869)
C (-5.272, 2.475, -1.370)
O (-4.996, 3.196, -0.165)
H (-5.973, 3.066, -1.959)
H (-4.409, 2.203, -1.978)
H (-5.812, 1.540, -1.222)
H (-4.505, 4.017, -0.245)
C (2.104, -3.872, 5.457)
O (3.351, -3.745, 4.976)
H (1.454, -3.333, 4.768)
H (1.792, -4.915, 5.498)
H (1.996, -3.453, 6.458)
H (3.881, -3.833, 5.772)
C (-2.816, -6.401, -1.127)
O (-1.896, -5.666, -1.892)
H (-2.421, -6.711, -0.160)
H (-3.724, -5.850, -0.883)
H (-3.075, -7.271, -1.729)
H (-1.979, -4.748, -1.625)
C (-5.716, 0.310, 3.392)
O (-5.483, 1.668, 3.472)
H (-5.046, -0.401, 3.876)
H (-6.698, 0.119, 3.825)
H (-5.694, 0.153, 2.314)
H (-5.147, 2.004, 2.638)

Löwdin population analysis, charges in e, atoms 1 to 8: number 1, C, carries -0.064; number 2, O, carries -0.215; number 3, C, carries -0.195; number 4, C, carries -0.394; number 5, C, carries -0.061; number 6, N, carries 0.026; number 7, H, carries 0.075; number 8, H, carries 0.068

2.
The following is a quantum chemistry calculation of the ion C11H16NS with charge +1, from the OMol25 dataset.

E_LUMO in Ha: -0.1117
Maximum force in Eh/bohr: 0.105
HOMO-LUMO gap in eV: 9.250
Energy above the lowest of the compared OMol25 structures with the same formula, charge and spin in kJ/mol: 221.57
Highest occupied orbital energy in eV: -12.2886
E in eV: -23982.255
Net charge: +1

Atoms and positions in Å:
C (-2.472, -0.670, 0.620)
C (-1.965, -1.857, 0.231)
C (-0.341, 0.407, 0.352)
C (0.102, -0.838, 0.030)
C (-1.701, 0.460, 0.817)
C (-0.605, -2.048, -0.144)
C (0.787, 1.390, 0.599)
C (2.189, -0.450, -0.284)
C (-2.219, 1.836, 1.263)
C (0.062, -3.278, -0.512)
C (1.869, 1.470, -1.774)
N (1.907, 0.996, -0.341)
S (2.894, -1.075, 1.223)
H (-3.522, -0.861, 0.941)
H (-2.586, -2.723, 0.221)
H (0.481, 2.385, 0.224)
H (1.082, 1.385, 1.634)
H (2.742, -0.835, -1.129)
H (-1.496, 2.623, 0.978)
H (-3.123, 2.007, 0.785)
H (-2.430, 1.924, 2.299)
H (-0.679, -3.828, -1.002)
H (0.850, -3.074, -1.196)
H (0.431, -3.628, 0.498)
H (2.755, 1.322, -2.274)
H (1.021, 1.060, -2.330)
H (1.698, 2.542, -1.647)
H (2.661, 1.397, 0.061)
H (1.868, -0.987, 2.097)

Löwdin population analysis, charges in e, atoms 1 to 8: number 1, C, carries -0.043; number 2, C, carries -0.025; number 3, C, carries -0.165; number 4, C, carries 0.041; number 5, C, carries -0.164; number 6, C, carries -0.246; number 7, C, carries -0.042; number 8, C, carries -0.462

3.
The following is a quantum chemistry calculation of a structure of composition C8H22KO4, from the OMol25 dataset.

E_LUMO (spin up / spin down) in Ha: -0.0207 / -0.0916
Spin multiplicity: 2
Maximum force in Eh/bohr: 0.045
HOMO-LUMO gap (spin up / spin down) in eV: 6.221 / 4.286
Highest occupied orbital energy (spin up / spin down) in eV: -6.7829 / -6.7790
E in eV: -33163.808

Atoms and positions in Å:
K (-23.097, 17.372, -31.899)
C (-23.180, 21.982, -30.571)
C (-24.413, 21.038, -30.544)
C (-25.339, 21.359, -31.682)
O (-24.023, 19.636, -30.464)
H (-23.370, 23.047, -30.702)
H (-22.431, 21.758, -31.331)
H (-22.753, 21.852, -29.577)
H (-24.924, 21.315, -29.623)
H (-26.296, 20.893, -31.448)
H (-25.046, 20.999, -32.668)
H (-25.453, 22.440, -31.762)
C (-25.695, 14.318, -29.005)
C (-24.588, 14.591, -29.965)
C (-23.862, 13.330, -30.446)
O (-24.979, 15.504, -30.924)
H (-25.627, 14.869, -28.067)
H (-25.582, 13.326, -28.569)
H (-26.691, 14.474, -29.418)
H (-23.846, 15.081, -29.335)
H (-22.882, 13.537, -30.877)
H (-24.525, 12.712, -31.051)
H (-23.571, 12.711, -29.597)
C (-22.700, 17.375, -28.275)
O (-23.601, 18.414, -28.092)
H (-21.996, 17.398, -27.443)
H (-23.172, 16.406, -28.112)
H (-22.157, 17.443, -29.218)
H (-23.818, 18.725, -28.974)
C (-20.552, 15.263, -30.370)
O (-20.751, 15.763, -31.672)
H (-19.813, 14.481, -30.198)
H (-20.237, 16.011, -29.642)
H (-21.429, 14.793, -29.925)
H (-20.973, 15.039, -32.262)

Löwdin population analysis, charges in e, atoms 1 to 8: number 1, K, carries 0.851; number 2, C, carries -0.091; number 3, C, carries -0.584; number 4, C, carries -0.104; number 5, O, carries -0.420; number 6, H, carries 0.057; number 7, H, carries 0.059; number 8, H, carries 0.063